<w>
The following is a DFT calculation (ωB97M-V/def2-TZVPD) of a 2-piece molecular cluster, C7H11BO3 overall.

Each atom is followed by the atoms it is bonded to, with distances in Å.
CARTESIAN COORDINATES (ANGSTROEM)
1 B 1.58755 -0.88356 0.44939  C7 1.639, O9 1.347, O10 1.450
2 C -2.68527 0.14367 0.00008  C3 1.457, C4 1.330, H12 1.122
3 C -1.99216 -0.56488 -1.06754  C2 1.457, C5 1.377, H13 1.185
4 C -2.03901 0.49318 1.10903  C2 1.330, C6 1.486, H14 1.126
5 C -0.69069 -0.93523 -0.81482  C3 1.377, C7 1.408, H15 0.996
6 C -0.60027 0.22990 1.37109  C4 1.486, C7 1.436, H16 1.166, H17 1.090
7 C -0.03619 -0.66776 0.40223  B1 1.639, C5 1.408, C6 1.436
8 C 1.64798 1.23871 -0.95012  O11 1.334, H18 1.042, H19 1.088
9 O 2.28858 -0.52296 1.54121  B1 1.347, H20 0.991
10 O 2.36695 -1.78419 -0.37826  B1 1.450, H21 0.939
11 O 0.75939 2.19736 -0.68564  C8 1.334, H22 0.895
12 H -3.79258 0.29143 -0.10133  C2 1.122
13 H -2.52966 -0.90232 -2.06776  C3 1.185
14 H -2.71192 1.14316 1.73525  C4 1.126
15 H -0.20114 -1.57043 -1.40623  C5 0.996
16 H -0.14315 1.30170 1.41007  C6 1.166
17 H -0.39555 -0.08182 2.39483  C6 1.090
18 H 1.61905 0.60693 -1.77842  C8 1.042
19 H 2.58858 1.15876 -0.40934  C8 1.088
20 H 3.16891 -0.97043 1.46145  O9 0.991
21 H 1.79908 -2.05962 -1.07328  O10 0.939
22 H -0.00848 2.13841 -1.14187  O11 0.895

Calculated values
* LUMO level (spin up / spin down): -0.426 / 0.443 eV
* total charge: 0
* frontier orbital gap (spin up / spin down): 6.91 / 7.48 eV
* HOMO (spin up / spin down): -0.2696 / -0.2587 Ha
* 2S+1: 1



<x>
The following is a DFT calculation (ωB97M-V/def2-TZVPD) of a 2-piece molecular cluster, C7H11BO3 overall.

Each atom is followed by the atoms it is bonded to, with distances in Å.
CARTESIAN COORDINATES (ANGSTROEM)
1 C -2.51396 1.42590 -0.43346  C2 1.552, H8 1.120, H9 1.132, H10 1.010
2 C -1.56782 0.94971 0.70034  C1 1.552, O3 1.410, C4 1.340
3 O -1.28940 1.98524 1.61633  C2 1.410, H11 0.926
4 C -1.10950 -0.30177 0.83525  C2 1.340, B5 1.619, H12 1.112
5 B -0.09027 -0.79387 1.99349  C4 1.619, O6 1.294, O7 1.370
6 O 0.45271 -1.95635 1.82935  B5 1.294, H13 1.012
7 O 0.33093 0.12955 2.91421  B5 1.370, H14 0.955
8 H -3.55847 1.20727 -0.09462  C1 1.120
9 H -2.13523 0.74587 -1.25488  C1 1.132
10 H -2.31046 2.38961 -0.65608  C1 1.010
11 H -0.55959 1.76344 2.14084  O3 0.926
12 H -1.27320 -1.03582 0.01635  C4 1.112
13 H 1.19727 -2.17211 2.47978  O6 1.012
14 H 1.04257 -0.10207 3.50720  O7 0.955
15 C 1.12203 1.24831 -0.89315  C16 1.210, H19 1.073
16 C 1.34540 0.26361 -1.56073  C15 1.210, C17 1.407
17 C 1.46037 -0.82767 -2.44118  C16 1.407, C18 1.360, H20 1.080
18 C 2.45081 -1.75817 -2.39131  C17 1.360, H21 1.053, H22 1.079
19 H 0.50100 1.97469 -0.40535  C15 1.073
20 H 0.65518 -0.87325 -3.15985  C17 1.080
21 H 2.68808 -2.43632 -3.16047  C18 1.053
22 H 3.16152 -1.82581 -1.58204  C18 1.079

Calculated values
* LUMO level: 0.164 eV
* total charge: 0
* frontier orbital gap: 8.61 eV
* SMILES string: C/C(O)=C/B(O)O.C#CC=C
* HOMO: -0.3105 Ha
* 2S+1: 1



Here is how they stack up, most stable first: <x>, <w>.



<w>
The following is a DFT calculation (ωB97M-V/def2-TZVPD) of a 2-piece molecular cluster, CH4N3 overall.

Each atom is followed by the atoms it is bonded to, with distances in Å.
CARTESIAN COORDINATES (ANGSTROEM)
1 C -0.08583 -0.34172 -0.22775  N2 1.318, N3 1.367, N4 1.293
2 N 1.06452 -0.72628 0.28861  C1 1.318, N3 1.441
3 N -0.17541 -1.31549 0.72734  C1 1.367, N2 1.441, H6 1.062
4 N -0.70912 0.50039 -0.98479  C1 1.293, H7 1.006, H8 1.005
5 H 2.28718 1.48181 0.74182  no bonds
6 H -0.48937 -1.25440 1.73957  N3 1.062
7 H -0.18860 1.30094 -1.30040  N4 1.006
8 H -1.70337 0.35475 -0.98439  N4 1.005

Calculated values
* LUMO level (spin up / spin down): -7.549 / -4.708 eV
* total charge: +1
* frontier orbital gap (spin up / spin down): 7.46 / 11.63 eV
* HOMO (spin up / spin down): -0.5517 / -0.6004 Ha
* 2S+1: 1



<x>
The following is a DFT calculation (ωB97M-V/def2-TZVPD) of an isolated ion of composition CH4N3 and charge +1.

Each atom is followed by the atoms it is bonded to, with distances in Å.
CARTESIAN COORDINATES (ANGSTROEM)
1 N -2.17487 0.28405 0.01823  N2 1.103
2 N -1.24826 -0.31396 -0.00136  N1 1.103, C3 1.527
3 C 0.24216 -0.64653 0.01754  N2 1.527, N4 1.373, H5 1.057, H6 1.041
4 N 0.86579 0.57650 -0.00095  C3 1.373, H7 1.115, H8 1.056
5 H 0.32064 -1.12325 -0.92262  C3 1.057
6 H 0.24131 -1.06481 0.97085  C3 1.041
7 H 0.90360 1.13471 -0.96485  N4 1.115
8 H 0.84963 1.15329 0.88316  N4 1.056

Calculated values
* LUMO level: -5.662 eV
* total charge: +1
* frontier orbital gap: 10.74 eV
* SMILES string: N#[N+]CN
* HOMO: -0.6026 Ha
* 2S+1: 1



<y>
The following is a DFT calculation (ωB97M-V/def2-TZVPD) of an isolated ion of composition CH4N3 and charge +1.

Each atom is followed by the atoms it is bonded to, with distances in Å.
CARTESIAN COORDINATES (ANGSTROEM)
1 C -0.11024 -0.22016 0.70130  N3 1.436, N4 1.457, H5 1.059
2 N -1.89097 1.63074 0.21513  N3 1.183
3 N -1.04848 0.84702 0.49073  C1 1.436, N2 1.183
4 N 0.61513 -0.50383 -0.52982  C1 1.457, H6 1.059, H7 1.106, H8 1.007
5 H 0.24293 -0.12060 1.69443  C1 1.059
6 H 1.65297 -0.29547 -0.52091  N4 1.059
7 H 0.07628 0.12654 -1.26099  N4 1.106
8 H 0.46237 -1.46423 -0.78987  N4 1.007

Calculated values
* LUMO level: -5.121 eV
* total charge: +1
* frontier orbital gap: 9.26 eV
* HOMO: -0.5285 Ha
* 2S+1: 1



Here is how they stack up, most stable first: <x>, <y>, <w>.



<w>
The following is a DFT calculation (ωB97M-V/def2-TZVPD) of a 2-piece molecular cluster, C7H17NO overall.

Each atom is followed by the atoms it is bonded to, with distances in Å.
CARTESIAN COORDINATES (ANGSTROEM)
1 C -0.87919 -0.40944 -1.94320  C2 1.551, H8 1.091, H9 1.089, H10 1.082
2 C -0.30396 -0.98760 -0.62338  C1 1.551, N3 1.457, H11 1.082, H12 1.097
3 N 1.13533 -0.91725 -0.40933  C2 1.457, C4 1.468, C5 1.399
4 C 2.06162 -0.83855 -1.54593  N3 1.468, H13 1.083, H14 1.085, H15 1.063
5 C 1.61034 -0.43440 0.81522  N3 1.399, C6 1.529, O7 1.210
6 C 2.86431 -1.20036 1.23943  C5 1.529, H16 1.091, H17 1.083, H18 1.089
7 O 0.87589 0.11381 1.60586  C5 1.210
8 H -0.23738 0.16563 -2.61192  C1 1.091
9 H -1.57616 0.34937 -1.58910  C1 1.089
10 H -1.25302 -1.20837 -2.57024  C1 1.082
11 H -0.88305 -0.62234 0.21398  C2 1.082
12 H -0.60886 -2.04065 -0.58522  C2 1.097
13 H 2.68201 -1.72616 -1.52399  C4 1.083
14 H 1.55398 -0.74956 -2.50118  C4 1.085
15 H 2.53871 0.11032 -1.50755  C4 1.063
16 H 2.59252 -1.65792 2.19170  C6 1.091
17 H 3.06087 -2.08457 0.64668  C6 1.083
18 H 3.82937 -0.70888 1.34895  C6 1.089
19 C -1.69735 2.13319 0.98589  C20 1.526, H21 1.084, H22 1.095, H23 1.089
20 C -3.11770 1.65094 1.26703  C19 1.526, H24 1.084, H25 1.090, H26 1.103
21 H -1.10176 1.25538 0.76480  C19 1.084
22 H -1.59341 2.83322 0.15094  C19 1.095
23 H -1.23425 2.65061 1.82500  C19 1.089
24 H -3.55978 1.07215 0.46448  C20 1.084
25 H -3.79488 2.31809 1.80078  C20 1.090
26 H -2.96423 0.93333 2.09029  C20 1.103

Calculated values
* LUMO level: 0.843 eV
* total charge: 0
* frontier orbital gap: 9.76 eV
* SMILES string: CCN(C)C(C)=O.CC
* HOMO: -0.3276 Ha
* 2S+1: 1



<x>
The following is a DFT calculation (ωB97M-V/def2-TZVPD) of a 2-piece molecular cluster, C7H17NO overall.

Each atom is followed by the atoms it is bonded to, with distances in Å.
CARTESIAN COORDINATES (ANGSTROEM)
1 C -2.08411 0.46208 2.11132  C2 1.599, H8 1.066, H9 1.096, H10 1.093
2 C -0.55743 0.40190 1.64125  C1 1.599, N3 1.433, H11 1.173, H12 1.094
3 N -0.01098 0.93611 0.42945  C2 1.433, C4 1.485, C5 1.405
4 C -0.96244 1.29524 -0.65232  N3 1.485, H13 1.069, H14 1.081, H15 1.182
5 C 1.36137 1.03272 0.14315  N3 1.405, C6 1.509, O7 1.239
6 C 2.35846 1.24263 1.25586  C5 1.509, H16 1.123, H17 1.086, H18 1.109
7 O 1.52568 1.22278 -1.06981  C5 1.239
8 H -2.16114 -0.35460 2.79200  C1 1.066
9 H -2.61607 0.24792 1.17769  C1 1.096
10 H -2.33537 1.46845 2.45510  C1 1.093
11 H 0.00549 1.02357 2.46114  C2 1.173
12 H -0.37991 -0.67598 1.69981  C2 1.094
13 H -1.89089 1.24062 -0.12476  C4 1.069
14 H -0.59502 2.22442 -1.06410  C4 1.081
15 H -0.70532 0.59558 -1.56980  C4 1.182
16 H 3.17413 0.47049 1.25824  C6 1.123
17 H 2.75063 2.24993 1.15317  C6 1.086
18 H 1.96816 1.23431 2.29335  C6 1.109
19 C 0.02292 -1.81601 -2.74816  C20 1.505, H21 1.130, H22 1.090, H23 1.106
20 C 0.19391 -2.27564 -1.32503  C19 1.505, H24 1.090, H25 1.104, H26 1.115
21 H 1.03787 -1.97949 -3.21777  C19 1.130
22 H -0.63423 -2.24813 -3.50260  C19 1.090
23 H -0.17948 -0.73223 -2.83104  C19 1.106
24 H 1.06143 -1.74329 -0.93556  C20 1.090
25 H 0.29896 -3.37021 -1.22768  C20 1.104
26 H -0.64660 -2.15315 -0.60288  C20 1.115

Calculated values
* LUMO level: 0.824 eV
* total charge: 0
* frontier orbital gap: 9.53 eV
* SMILES string: CCN(C)C(C)=O.CC
* HOMO: -0.3199 Ha
* 2S+1: 1



Here is how they stack up, most stable first: <w>, <x>.